<one>
The following is a quantum chemistry calculation of an isolated molecule of C6H10, from OMol25.

XYZ file:
```
16
Properties=species:S:1:pos:R:3
C -0.00330 -0.67967 -1.49366
C -0.01188 -0.11108 -0.06669
C 0.14349 -1.32278 0.89738
C 0.98247 1.09603 -0.08906
C -1.20384 0.60859 0.43047
C -1.81060 1.38337 1.12778
H -0.75744 -1.45342 -1.66334
H 0.98225 -1.14068 -1.64998
H -0.11959 0.10793 -2.24274
H 0.26043 -1.03632 1.94609
H -0.79326 -1.89704 0.83536
H 0.94789 -2.01251 0.61525
H 1.99006 0.83751 -0.42132
H 0.56465 1.80629 -0.81927
H 1.02371 1.64715 0.85591
H -2.19504 2.16663 1.73781
```

* Kohn-Sham gap: 10.729 eV
* spin multiplicity: 1
* charge: 0
* M: 82.1 g/mol
* SMILES string: C#CC(C)(C)C

Here are the natural (NBO) charges for atoms 1 to 8, given in e:
1. C -0.592
2. C -0.133
3. C -0.590
4. C -0.584
5. C 0.013
6. C -0.267
7. H 0.214
8. H 0.209


<two>
The following is a quantum chemistry calculation of a cluster of 2 separate species, C6H10 in total, from OMol25.

XYZ file:
```
16
Properties=species:S:1:pos:R:3
C -0.14460 -1.04411 -1.26346
C 0.62254 0.02696 -0.47753
C 0.06937 1.40999 -0.85095
C 0.93050 -0.37767 1.66024
C -0.47283 -0.24799 1.72369
C -1.63546 -0.08169 1.43301
H 0.09062 -0.90665 -2.33724
H -1.24052 -0.96396 -1.18970
H 0.15392 -2.05899 -1.00291
H 1.68291 -0.04357 -0.59758
H 0.52645 2.22266 -0.28717
H 0.30985 1.58771 -1.91795
H -1.02606 1.49849 -0.77890
H 1.31167 -1.37507 1.97737
H 1.48702 0.36332 2.27753
H -2.66539 -0.00943 1.63156
```

* Kohn-Sham gap: 8.951 eV
* spin multiplicity: 1
* charge: 0
* M: 82.1 g/mol

Here are the natural (NBO) charges for atoms 1 to 8, given in e:
1. C -0.668
2. C -0.002
3. C -0.667
4. C -0.500
5. C -0.012
6. C -0.362
7. H 0.226
8. H 0.226


<three>
The following is a quantum chemistry calculation of an isolated molecule of C6H10, from OMol25.

XYZ file:
```
16
Properties=species:S:1:pos:R:3
C -1.34394 0.35493 0.81251
C -1.77762 -0.09086 -0.56386
C -0.32861 -0.04260 -0.21778
C 0.69076 -1.16286 -0.04318
C 1.67884 -0.04461 0.35179
C 0.82608 0.91638 -0.51457
H -1.56208 -0.27992 1.66695
H -1.39597 1.42147 1.02479
H -2.22120 0.63195 -1.24185
H -2.21458 -1.08552 -0.61738
H 0.96762 -1.57117 -1.02509
H 0.48630 -1.98853 0.64500
H 2.74331 -0.16459 0.13611
H 1.54152 0.19543 1.41104
H 1.14788 0.88072 -1.56282
H 0.71879 1.95913 -0.19942
```

* Kohn-Sham gap: 11.082 eV
* spin multiplicity: 1
* charge: 0
* M: 82.1 g/mol
* SMILES string: C1CC2(C1)CC2

Here are the natural (NBO) charges for atoms 1 to 8, given in e:
1. C -0.420
2. C -0.419
3. C -0.056
4. C -0.388
5. C -0.386
6. C -0.384
7. H 0.210
8. H 0.208


It comes down to <three>, which is 52.1 kJ/mol more stable than the next structure.


<one>
The following is a quantum chemistry calculation of the ion C5H8N with charge +1, from OMol25.

XYZ file:
```
14
Properties=species:S:1:pos:R:3
C 1.27001 -0.19047 1.05028
C 1.55129 -0.74433 -0.11831
C 0.48206 0.97484 0.61044
C -0.66484 0.57752 -0.27202
C -1.51735 -0.73453 -0.08724
N 0.62073 0.58120 -0.84255
H 1.34036 -0.71584 1.97038
H 1.74729 -1.42849 -0.91058
H 0.44343 1.96238 0.98147
H -1.29428 1.44656 -0.48351
H -0.80279 -1.42155 0.31506
H -1.75523 -0.95718 -1.09200
H -2.31514 -0.46866 0.55132
H 0.89448 1.11854 -1.67274
```

* Kohn-Sham gap (spin up / spin down): 7.596 / 8.688 eV
* spin multiplicity: 3
* charge: +1
* M: 82.1 g/mol

Here are the natural (NBO) charges for atoms 1 to 8, given in e:
1. C -0.200
2. C 0.171
3. C -0.069
4. C -0.039
5. C -0.585
6. N -0.449
7. H 0.245
8. H 0.254


<two>
The following is a quantum chemistry calculation of a structure of composition C5H8N, from OMol25.

XYZ file:
```
14
Properties=species:S:1:pos:R:3
C -0.19590 -0.69407 0.00531
C -0.74112 -0.53740 1.39736
C 0.57139 -1.04901 -1.18201
C -0.45722 0.99708 1.21927
C 0.54619 0.50409 -1.46520
N 0.10236 0.54350 -0.08319
H -1.80378 -0.89360 1.52766
H -0.10840 -0.77495 2.16632
H 1.60036 -1.24830 -0.88244
H 0.14069 -1.74662 -1.84678
H -1.28757 1.61895 1.35095
H 0.35769 1.38083 1.73281
H 1.38731 1.09234 -1.62273
H -0.11201 0.80716 -2.31733
```

* Kohn-Sham gap (spin up / spin down): 8.913 / 8.038 eV
* spin multiplicity: 3
* charge: +1
* M: 82.1 g/mol

Here are the natural (NBO) charges for atoms 1 to 8, given in e:
1. C 0.200
2. C -0.438
3. C -0.432
4. C -0.215
5. C -0.242
6. N 0.010
7. H 0.270
8. H 0.252


It comes down to <one>, which is 46.4 kJ/mol more stable than the next structure.


<one>
The following is a quantum chemistry calculation of the ion C6H11N2S with charge +1, from OMol25.

XYZ file:
```
20
Properties=species:S:1:pos:R:3
C 2.20776 -0.25572 1.09831
C 2.54470 -0.28951 -0.50387
S 1.63141 0.96158 -1.54848
C 0.11541 1.65333 -0.69951
C -1.05729 0.52332 -0.37346
N -2.31751 0.90444 0.37117
C -3.10289 -0.40262 0.51065
C -2.22427 -1.59194 -0.24831
N -0.96747 -0.93800 -0.78790
H 1.34354 -1.04700 1.31911
H 3.17943 -0.61007 1.68891
H 1.92952 0.79289 1.53576
H 2.30982 -1.37610 -0.89513
H 3.69528 -0.10878 -0.62227
H 0.45104 2.08442 0.35980
H -0.31067 2.59354 -1.28668
H -2.60143 1.83865 0.74061
H -4.13788 -0.55881 1.05367
H -2.46845 -2.73048 -0.38025
H -0.22004 -1.44314 -1.33211
```

* Kohn-Sham gap: 8.432 eV
* spin multiplicity: 1
* charge: +1
* M: 143.2 g/mol
* SMILES string: CCSCc1[nH]cc[nH+]1

Here are the natural (NBO) charges for atoms 1 to 8, given in e:
1. C -0.650
2. C -0.547
3. S 0.224
4. C -0.620
5. C 0.487
6. N -0.546
7. C -0.053
8. C -0.047


<two>
The following is a quantum chemistry calculation of the ion C6H11N2S with charge +1, from OMol25.

XYZ file:
```
20
Properties=species:S:1:pos:R:3
C -2.56106 -0.17982 0.37990
C -1.09546 -1.79368 -0.49681
C 0.34953 -1.60975 0.13645
C -0.26112 1.67564 -0.35810
C 0.72354 0.78986 0.34251
C 2.10883 1.50261 0.23051
N -2.08863 -1.40674 0.50949
N 0.81680 -0.43199 -0.38311
S -2.10228 1.30740 -0.02193
H -0.96862 -1.20674 -1.44792
H -1.12077 -2.88692 -0.76224
H 0.44363 -1.53949 1.27835
H 1.06025 -2.47384 -0.37128
H -0.06019 2.77909 -0.17525
H -0.29511 1.76829 -1.38562
H 0.34034 0.51737 1.30596
H 2.21346 2.50719 0.64368
H 2.50371 1.80483 -0.69608
H 2.82824 0.93361 0.59352
H -2.83508 -2.05689 0.67797
```

* Kohn-Sham gap (spin up / spin down): 6.432 / 8.677 eV
* spin multiplicity: 1
* charge: +1
* M: 143.2 g/mol

Here are the natural (NBO) charges for atoms 1 to 8, given in e:
1. C 0.215
2. C -0.261
3. C -0.294
4. C -0.447
5. C -0.153
6. C -0.605
7. N -0.568
8. N -0.228


<three>
The following is a quantum chemistry calculation of the ion C6H11N2S with charge +1, from OMol25.

XYZ file:
```
20
Properties=species:S:1:pos:R:3
C -0.07595 1.18206 1.16979
C 0.84695 1.65889 -1.70163
C 0.03937 -0.16395 0.50494
C -1.03563 -1.06187 1.03711
C 1.52046 -0.64483 0.97137
C -1.17052 -0.37478 -1.65618
N 0.48936 2.21032 0.79704
N 0.02733 -0.14527 -0.88735
S 1.60134 2.38438 -0.54336
H -0.73784 1.30916 2.14550
H 1.07471 1.63975 -2.67979
H -0.77606 -1.98042 0.42982
H -2.07214 -0.87713 0.85230
H -0.84281 -1.40584 2.13818
H 1.53696 -1.67155 0.95692
H 1.80012 -0.19792 1.83620
H 2.26834 -0.47020 0.26318
H -1.04731 0.17725 -2.68439
H -2.12775 -0.04302 -1.20690
H -1.31892 -1.52505 -1.74276
```

* Kohn-Sham gap (spin up / spin down): 7.625 / 7.616 eV
* spin multiplicity: 1
* charge: +1
* M: 143.2 g/mol

Here are the natural (NBO) charges for atoms 1 to 8, given in e:
1. C 0.203
2. C -0.233
3. C -0.044
4. C -0.632
5. C -0.582
6. C -0.470
7. N -0.515
8. N -0.227


It comes down to <one>, which is 69.5 kJ/mol more stable than the next structure.


<one>
The following is a quantum chemistry calculation of a structure of composition C6H11N2S, from OMol25.

XYZ file:
```
20
Properties=species:S:1:pos:R:3
C 0.29262 -1.75177 0.49274
C 0.12630 -1.58178 1.83247
C 0.26448 0.54265 0.18008
C 1.38972 -0.23527 3.75813
C 0.09046 -0.99164 -1.77391
C -1.37807 1.81049 -1.22915
N 0.16006 -0.70161 -0.37501
N -0.25941 1.64386 -0.33167
S 0.33887 0.07284 2.50411
H 0.05362 -2.79642 0.10679
H 0.03376 -2.45516 2.46447
H 2.11290 -0.99628 3.90690
H 1.39843 0.59479 4.40396
H -0.23730 -0.22919 -2.34874
H 1.05879 -1.35443 -2.23095
H -0.57679 -1.79774 -1.73899
H -1.71601 0.84141 -1.60837
H -1.11183 2.44035 -1.99216
H -2.08066 2.41652 -0.64686
H -0.14013 2.57592 0.13113
```

* Kohn-Sham gap (spin up / spin down): 7.868 / 7.866 eV
* spin multiplicity: 1
* charge: +1
* M: 143.2 g/mol

Here are the natural (NBO) charges for atoms 1 to 8, given in e:
1. C 0.044
2. C -0.456
3. C 0.331
4. C -0.577
5. C -0.407
6. C -0.423
7. N -0.432
8. N -0.542


<two>
The following is a quantum chemistry calculation of the ion C6H11N2S with charge +1, from OMol25.

XYZ file:
```
20
Properties=species:S:1:pos:R:3
C -2.07430 0.43263 0.84196
C -0.65763 0.47127 1.44303
C -2.50479 -0.58853 0.08436
C 0.50427 0.04725 1.03399
C 0.70152 0.12614 -1.51477
C 1.74143 -0.07768 1.92566
N 0.62620 -0.50362 -2.64213
N 0.68303 -0.55910 -0.36644
S 0.70097 1.83807 -1.40877
H -2.88839 1.08507 1.27307
H -0.58231 0.82133 2.48368
H -3.41059 -0.57188 -0.33888
H 2.49038 0.56926 1.50057
H 2.02700 -1.19560 2.14219
H 1.52514 0.30724 2.98565
H 0.86444 -1.45772 -2.84086
H 0.43459 -0.00300 -3.52092
H 0.55587 -1.55799 -0.33411
H -1.76018 -1.29163 -0.05612
H 1.02336 2.10849 -2.69117
```

* Kohn-Sham gap: 9.602 eV
* spin multiplicity: 1
* charge: +1
* M: 143.2 g/mol

Here are the natural (NBO) charges for atoms 1 to 8, given in e:
1. C -0.225
2. C -0.194
3. C -0.329
4. C 0.133
5. C 0.368
6. C -0.658
7. N -0.744
8. N -0.576


It comes down to <two>, which is 256.4 kJ/mol more stable than the next structure.


<one>
The following is a quantum chemistry calculation of a cluster of 6 separate species, H12O6 in total, from OMol25.

XYZ file:
```
18
Properties=species:S:1:pos:R:3
H 2.05140 -1.78156 -1.88163
H 0.86518 -1.85530 -0.89850
H -2.24931 -0.04472 0.67998
H -3.13396 -0.79083 -0.33642
H 3.16581 0.58831 0.31524
H 2.20867 0.03205 -0.76678
H -0.94529 1.95015 0.79666
H -1.92388 1.62262 1.95712
H 0.75079 3.39142 0.19183
H 1.28166 1.94148 0.30317
H -0.43028 -3.30957 -0.38266
H -1.35903 -1.91465 -0.30446
O 1.84832 -1.64429 -0.95705
O -2.57280 -0.96410 0.45331
O 2.53146 0.86553 -0.36168
O -1.85909 1.59892 0.99624
O 0.68690 2.60153 0.75625
O -0.67000 -2.43627 -0.84627
```

* Kohn-Sham gap: 12.206 eV
* spin multiplicity: 1
* charge: 0
* M: 108.1 g/mol
* SMILES string: O.O.O.O.O.O

Here are the natural (NBO) charges for atoms 1 to 8, given in e:
1. H 0.470
2. H 0.510
3. H 0.513
4. H 0.476
5. H 0.479
6. H 0.509
7. H 0.517
8. H 0.477


<two>
The following is a quantum chemistry calculation of a cluster of 6 separate species, H12O6 in total, from OMol25.

XYZ file:
```
18
Properties=species:S:1:pos:R:3
O -1.94632 1.79419 -0.54451
H -1.97247 2.53892 -1.15515
H -2.29262 1.05142 -1.05342
O 2.54201 -2.14898 1.53764
H 3.01297 -1.67003 0.84787
H 2.91509 -3.03693 1.52644
O -0.87679 3.22637 1.74358
H -1.43959 2.91611 1.02202
H -0.79489 4.17587 1.62224
O 0.10983 -0.14504 -3.08177
H 0.20706 -0.02427 -2.12064
H 0.95077 0.12477 -3.45892
O -0.32082 -2.68596 1.24138
H -0.52741 -3.07081 0.38427
H 0.63873 -2.78197 1.33530
O 0.04123 -0.20484 -0.30100
H 0.15941 -0.68261 0.53004
H -0.40617 0.62379 -0.07537
```

* Kohn-Sham gap: 11.375 eV
* spin multiplicity: 1
* charge: 0
* M: 108.1 g/mol
* SMILES string: O.O.O.O.O.O

Here are the natural (NBO) charges for atoms 1 to 8, given in e:
1. O -0.970
2. H 0.484
3. H 0.500
4. O -0.949
5. H 0.484
6. H 0.475
7. O -0.949
8. H 0.482


It comes down to <one>, which is 74.0 kJ/mol more stable than the next structure.


<one>
The following is a quantum chemistry calculation of a cluster of 6 separate species, H12O6 in total, from OMol25.

XYZ file:
```
18
Properties=species:S:1:pos:R:3
O 3.88339 0.30171 0.06667
H 2.93306 0.14711 -0.01098
H 4.26682 -0.14012 -0.69627
O -2.70738 -0.55715 -0.63576
H -2.44617 0.15138 -1.22705
H -3.05800 -0.11015 0.14842
O -2.50350 0.57364 2.09197
H -1.55390 0.52121 2.24969
H -2.84037 1.17680 2.76202
O 1.48633 -0.85835 2.47518
H 1.58624 -0.38941 1.63757
H 1.17595 -1.73172 2.21828
O -0.22562 0.11935 -2.95527
H -0.55430 -0.44420 -3.66455
H -0.92086 0.76846 -2.81185
O 0.82787 0.09785 -0.34929
H 0.57655 -0.25422 -1.22236
H 0.07389 0.62780 -0.07642
```

* Kohn-Sham gap: 10.930 eV
* spin multiplicity: 1
* charge: 0
* M: 108.1 g/mol
* SMILES string: O.O.O.O.O.O

Here are the natural (NBO) charges for atoms 1 to 8, given in e:
1. O -0.949
2. H 0.481
3. H 0.463
4. O -0.945
5. H 0.447
6. H 0.494
7. O -0.962
8. H 0.486


<two>
The following is a quantum chemistry calculation of a cluster of 6 separate species, H12O6 in total, from OMol25.

XYZ file:
```
18
Properties=species:S:1:pos:R:3
O -2.39150 -1.88039 -0.27911
H -2.24650 -1.09739 0.21389
H -2.55150 -2.62039 0.34389
O 2.73450 0.20261 1.47389
H 3.38150 -0.49139 1.41889
H 2.35750 0.23361 2.33289
O -2.37450 0.65361 0.83289
H -2.52050 0.66361 1.73989
H -3.24850 0.88661 0.42089
O -0.41050 0.95961 -2.56411
H -0.30550 0.00461 -2.57411
H -0.05250 1.17061 -1.72011
O 2.61450 -0.50639 -1.16111
H 2.42050 0.02661 -0.36711
H 1.77150 -0.80139 -1.46011
O 0.31650 0.76661 0.07789
H -0.48050 0.69761 0.59489
H 0.98550 1.13161 0.67589
```

* Kohn-Sham gap: 10.350 eV
* spin multiplicity: 1
* charge: 0
* M: 108.1 g/mol
* SMILES string: O.O.O.O.O.O

Here are the natural (NBO) charges for atoms 1 to 8, given in e:
1. O -0.959
2. H 0.479
3. H 0.465
4. O -0.966
5. H 0.499
6. H 0.480
7. O -0.958
8. H 0.476


It comes down to <one>, which is 27.3 kJ/mol more stable than the next structure.